Computed, not measured: a structure of composition C26H25O21Pd3 in a non-equilibrium geometry, with ωB97M-V/def2-TZVPD.

Positions of all 75 atoms, in Å:
Pd (-4.78, 19.80, 6.44)
Pd (-3.16, 23.52, 6.65)
Pd (0.03, 21.83, -0.16)
C (-2.72, 17.24, 6.81)
C (-2.49, 18.09, 8.11)
O (-3.20, 19.36, 8.00)
H (-1.89, 16.53, 6.82)
H (-2.50, 17.74, 5.86)
H (-3.61, 16.64, 6.62)
H (-1.47, 18.43, 8.28)
H (-2.70, 17.37, 8.90)
C (-0.53, 25.67, 3.87)
C (-0.63, 25.82, 2.38)
C (-2.07, 25.58, 1.72)
O (-2.30, 25.95, 0.56)
C (-3.07, 25.09, 2.55)
C (-2.87, 24.87, 3.88)
C (-1.60, 25.25, 4.64)
O (-1.32, 24.90, 5.86)
O (-3.83, 24.32, 4.49)
O (0.34, 26.26, 1.81)
H (0.44, 25.90, 4.29)
H (-3.99, 24.79, 2.07)
C (-2.68, 19.96, 2.48)
C (-2.82, 20.13, 3.84)
C (-1.92, 21.10, 4.58)
O (-2.21, 21.53, 5.78)
C (-0.94, 21.72, 4.01)
C (-0.72, 21.65, 2.59)
C (-1.64, 20.63, 1.77)
O (-1.27, 20.38, 0.56)
O (-0.04, 22.34, 1.84)
O (-3.83, 19.50, 4.34)
H (-3.25, 19.29, 1.86)
H (-0.47, 22.50, 4.59)
C (3.95, 23.45, 4.50)
C (2.71, 22.59, 4.84)
O (3.01, 22.18, 6.14)
C (4.22, 22.56, 6.52)
O (4.74, 22.25, 7.63)
O (4.80, 23.29, 5.61)
H (3.75, 24.52, 4.53)
H (4.49, 23.17, 3.59)
H (2.56, 21.76, 4.16)
H (1.79, 23.17, 4.82)
C (4.06, 18.56, 1.79)
C (3.06, 18.64, 2.93)
O (2.15, 19.53, 2.31)
C (2.21, 19.48, 0.93)
O (1.44, 20.09, 0.17)
O (3.35, 18.69, 0.58)
H (4.68, 17.67, 1.91)
H (4.90, 19.24, 1.69)
H (3.50, 19.15, 3.79)
H (2.37, 17.80, 3.07)
C (-2.05, 16.55, 2.45)
C (-0.84, 17.27, 2.03)
O (-0.77, 17.08, 0.64)
C (-2.01, 16.87, 0.18)
O (-2.41, 16.86, -0.98)
O (-2.77, 16.58, 1.20)
H (-2.52, 17.08, 3.28)
H (-1.74, 15.55, 2.76)
H (-0.01, 16.89, 2.63)
H (-0.78, 18.32, 2.30)
C (-4.78, 20.40, -0.37)
C (-5.89, 20.35, 0.66)
O (-6.35, 18.99, 0.57)
C (-5.87, 18.37, -0.61)
O (-6.26, 17.34, -1.11)
O (-4.97, 19.25, -1.11)
H (-3.81, 20.33, 0.11)
H (-4.84, 21.39, -0.82)
H (-6.72, 20.96, 0.30)
H (-5.56, 20.61, 1.66)

The value obtained for the HOMO energy (spin up / spin down) is -10.97 / -10.62 eV. The value obtained for the LUMO energy (spin up / spin down) is -4.85 / -6.84 eV. The total charge is +1. The value obtained for the relative energy (zero: lowest compared OMol25 entry of this formula, charge and spin) is 0.0 kcal/mol. The spin multiplicity is 7. For the electronic energy, the calculation gives -2968.712208 a.u.

Computed, not measured: a cluster of 2 separate species, C26H25O3S in total in a non-equilibrium geometry, with ωB97M-V/def2-TZVPD.

Positions of all 55 atoms, in Å:
C (-4.61, 3.10, -0.65)
S (-3.69, 1.51, -0.76)
C (-3.10, 1.72, -2.48)
C (-2.25, 1.82, 0.12)
C (-2.23, 1.41, 1.49)
C (-1.20, 2.00, 2.43)
C (-0.49, 3.19, 2.16)
C (0.42, 3.70, 3.09)
C (0.62, 3.04, 4.31)
C (-0.09, 1.86, 4.59)
C (-0.99, 1.35, 3.66)
O (-3.02, 0.55, 1.92)
H (-5.52, 2.99, -1.24)
H (-4.84, 3.27, 0.40)
H (-3.98, 3.91, -1.05)
H (-3.94, 1.44, -3.11)
H (-2.80, 2.76, -2.65)
H (-2.26, 1.03, -2.63)
H (-1.58, 2.58, -0.29)
H (-0.68, 3.69, 1.21)
H (0.97, 4.61, 2.85)
H (1.34, 3.43, 5.04)
H (0.05, 1.34, 5.54)
H (-1.55, 0.44, 3.86)
C (-4.70, -8.56, 3.00)
O (-5.04, -7.63, 1.94)
C (-4.17, -6.62, 1.67)
C (-4.54, -5.69, 0.67)
C (-3.75, -4.59, 0.43)
C (-2.56, -4.35, 1.16)
C (-1.78, -3.16, 0.96)
O (-0.61, -3.14, 1.67)
C (0.29, -2.11, 1.47)
C (-0.01, -1.03, 0.61)
C (0.99, -0.03, 0.46)
C (2.22, -0.17, 1.08)
C (2.47, -1.25, 1.94)
C (1.49, -2.21, 2.17)
C (-1.26, -1.03, -0.03)
C (-2.14, -2.08, 0.16)
C (-2.16, -5.33, 2.10)
C (-2.95, -6.44, 2.36)
H (-5.55, -9.25, 3.03)
H (-3.78, -9.10, 2.77)
H (-4.60, -8.04, 3.96)
H (-5.46, -5.86, 0.12)
H (-4.04, -3.88, -0.34)
H (0.75, 0.82, -0.18)
H (2.99, 0.58, 0.91)
H (3.44, -1.34, 2.43)
H (1.64, -3.04, 2.85)
H (-1.49, -0.24, -0.74)
H (-3.12, -2.10, -0.31)
H (-1.23, -5.24, 2.66)
H (-2.62, -7.16, 3.12)

The value obtained for the HOMO energy is -10.41 eV. The value obtained for the LUMO energy is -4.32 eV. The total charge is +1. For the electronic energy, the calculation gives -1629.369499 a.u.